Molecular formula: C50H70N7O5PSSi2Ti
Method: DFT, the ωB97M-V functional and the def2-TZVPD basis

Element x y z (Å)
Ti -0.174 0.057 -0.128
C -1.103 -2.093 2.702
C -1.041 -0.693 3.277
C -0.258 -0.719 4.581
C -2.435 -0.135 3.514
O -0.358 0.137 2.263
Si 0.479 1.574 2.572
S 1.086 2.054 0.641
O 1.735 1.170 3.519
C 2.727 1.745 4.383
C 3.065 3.158 3.930
C 3.956 0.860 4.281
C 2.203 1.705 5.813
O -0.591 2.533 3.330
C -0.978 3.858 3.743
C -2.495 3.908 3.610
C -0.321 4.901 2.854
C -0.606 4.083 5.202
H -1.630 -2.754 3.391
H -0.099 -2.488 2.547
H -1.634 -2.108 1.750
H -0.753 -1.416 5.259
H -0.239 0.258 5.060
H 0.765 -1.052 4.420
H -2.948 -0.754 4.253
H -3.033 -0.148 2.606
H -2.389 0.885 3.888
H 3.301 3.167 2.865
H 3.931 3.532 4.477
H 2.241 3.844 4.107
H 4.307 0.814 3.254
H 3.715 -0.150 4.615
H 4.760 1.248 4.908
H 1.261 2.239 5.905
H 2.923 2.158 6.495
H 2.044 0.673 6.122
H -2.791 3.748 2.576
H -2.875 4.880 3.928
H -2.954 3.142 4.234
H -0.652 4.791 1.824
H 0.764 4.812 2.875
H -0.587 5.901 3.199
H -0.942 3.246 5.815
H -1.092 4.989 5.565
H 0.464 4.211 5.335
N -1.392 3.738 -0.446
C -2.371 2.946 -0.017
N -3.534 3.526 0.283
C -4.495 2.717 0.710
N -5.632 3.263 1.154
N -4.425 1.367 0.709
C -3.256 0.907 0.320
N -2.156 1.600 0.020
C -3.185 -0.548 0.008
C -4.304 -1.351 0.108
C -4.259 -2.614 -0.471
C -3.114 -3.000 -1.145
C -2.013 -2.153 -1.137
N -2.025 -0.959 -0.538
H -1.566 4.728 -0.417
H -0.440 3.389 -0.400
H -5.742 4.261 1.137
H -6.395 2.670 1.423
H -5.192 -0.964 0.582
H -5.120 -3.265 -0.423
H -3.040 -3.952 -1.649
H -1.084 -2.448 -1.599
O 0.097 0.213 -2.086
P 0.556 0.965 -3.327
C -0.466 2.427 -3.531
C -1.829 2.252 -3.282
C -2.721 3.279 -3.529
C -2.259 4.491 -4.029
C -0.910 4.667 -4.290
C -0.013 3.634 -4.054
C 0.212 -0.056 -4.762
C -0.419 -1.281 -4.600
C -0.735 -2.053 -5.709
C -0.421 -1.597 -6.980
C 0.207 -0.368 -7.146
C 0.521 0.403 -6.042
C 2.278 1.418 -3.354
C 3.194 0.629 -4.046
C 4.541 0.951 -4.022
C 4.975 2.059 -3.310
C 4.069 2.838 -2.604
C 2.724 2.513 -2.614
H -2.188 1.309 -2.884
H -3.775 3.139 -3.331
H -2.956 5.296 -4.220
H -0.551 5.606 -4.689
H 1.035 3.778 -4.281
H -0.655 -1.629 -3.606
H -1.221 -3.010 -5.582
H -0.666 -2.198 -7.845
H 0.450 -0.013 -8.138
H 1.009 1.361 -6.180
H 2.858 -0.235 -4.605
H 5.250 0.339 -4.562
H 6.027 2.314 -3.303
H 4.410 3.697 -2.041
H 2.029 3.102 -2.028
C 6.823 -0.632 -0.542
N 5.456 -0.796 -1.002
C 5.189 -1.907 -1.894
C 4.436 -0.022 -0.559
C 4.790 1.089 0.400
O 3.273 -0.203 -0.912
H 7.462 -1.279 -1.140
H 6.939 -0.925 0.505
H 7.174 0.393 -0.667
H 5.363 -2.859 -1.387
H 5.840 -1.848 -2.769
H 4.152 -1.863 -2.209
H 5.643 0.861 1.035
H 3.909 1.291 0.999
H 5.020 1.993 -0.167
C 1.551 -2.666 -1.959
Si 1.083 -2.335 -0.133
C 0.087 -3.929 0.307
C 2.684 -2.668 0.842
C 3.319 -3.887 0.578
C 4.516 -4.242 1.180
C 5.110 -3.376 2.083
C 4.486 -2.176 2.386
C 3.284 -1.828 1.778
H 2.338 -3.423 -2.002
H 1.915 -1.774 -2.467
H 0.710 -3.071 -2.529
H 0.185 -4.652 -0.507
H -0.975 -3.808 0.510
H 0.519 -4.392 1.196
H 2.873 -4.584 -0.123
H 4.982 -5.192 0.945
H 6.045 -3.642 2.561
H 4.941 -1.512 3.107
H 2.819 -0.879 2.029

Force components x, y, z for each atom (eV/Å):
Ti 0.5 0.9 1.2
C 0.0 0.0 0.0
C 0.0 0.0 -0.1
C 0.0 0.0 0.0
C -0.1 -0.1 0.0
O 0.0 0.0 -0.2
Si 0.0 -0.1 0.2
S 0.2 -0.1 -0.2
O 0.0 -0.1 -0.1
C -0.1 0.0 0.0
C 0.1 0.0 0.0
C 0.0 -0.1 0.0
C 0.0 0.0 0.0
O 0.1 0.1 0.1
C -0.1 -0.1 -0.1
C 0.0 0.0 0.0
C 0.0 0.0 0.0
C 0.0 -0.1 0.0
H 0.0 0.0 0.0
H 0.0 0.0 0.0
H 0.0 0.0 0.0
H 0.0 0.0 0.0
H 0.0 0.1 0.0
H 0.0 0.0 0.0
H 0.0 0.0 0.0
H 0.0 0.0 0.0
H 0.0 0.1 0.0
H 0.0 0.0 0.0
H 0.0 0.0 0.0
H -0.1 0.0 0.0
H 0.1 0.0 -0.1
H 0.0 0.0 0.0
H 0.0 0.0 0.0
H -0.1 0.1 0.0
H 0.0 0.0 0.0
H 0.0 0.0 0.0
H 0.0 0.0 0.0
H 0.0 0.0 0.0
H 0.0 0.0 0.0
H 0.0 0.0 -0.1
H 0.0 0.0 0.0
H 0.0 0.0 0.0
H 0.0 0.0 0.0
H 0.0 0.0 0.0
H 0.1 0.0 0.0
N 0.1 0.1 0.0
C 0.0 -0.1 -0.1
N 0.0 0.1 0.0
C 0.0 -0.1 0.0
N 0.0 0.1 0.0
N 0.2 0.1 -0.1
C 0.0 -0.2 -0.1
N -0.1 -0.1 0.0
C 0.0 0.2 0.0
C 0.1 -0.2 -0.2
C 0.0 0.0 0.0
C 0.1 0.1 0.0
C -0.2 0.0 0.1
N -0.7 -0.5 -0.1
H 0.0 0.0 0.0
H 0.0 0.0 0.0
H 0.0 0.0 0.0
H 0.0 0.0 0.0
H 0.0 0.0 0.0
H 0.0 0.0 0.0
H 0.0 0.0 0.0
H 0.0 0.0 0.0
O 0.0 0.1 -0.2
P -0.2 0.0 0.0
C -0.1 0.0 -0.1
C 0.0 0.0 0.0
C 0.0 0.0 0.0
C 0.0 0.0 0.0
C 0.0 0.0 0.0
C 0.1 0.0 0.0
C 0.1 0.0 0.0
C 0.0 0.0 0.0
C 0.0 0.0 0.0
C 0.0 0.0 0.0
C 0.0 0.0 0.0
C 0.0 0.1 0.0
C 0.1 0.0 0.0
C 0.0 0.0 0.0
C 0.0 0.0 0.0
C 0.0 0.0 0.0
C 0.0 0.0 0.0
C 0.0 0.0 0.1
H 0.0 0.0 0.0
H 0.0 0.0 0.0
H 0.0 0.0 0.0
H 0.0 0.0 0.0
H 0.0 0.0 0.0
H 0.0 0.0 0.0
H 0.0 0.0 0.0
H 0.0 0.0 0.0
H 0.0 0.0 0.0
H 0.0 0.0 0.0
H 0.0 0.0 0.0
H 0.0 0.0 0.0
H 0.0 0.0 0.0
H 0.0 0.0 0.0
H 0.0 0.0 0.0
C 0.1 0.0 0.0
N 0.0 0.0 -0.1
C 0.0 0.0 0.0
C -0.2 -0.1 0.0
C 0.0 0.0 0.0
O 0.2 0.2 -0.1
H 0.0 0.0 0.0
H 0.0 0.0 0.0
H 0.0 0.0 0.0
H 0.0 0.0 0.0
H 0.0 0.0 0.0
H 0.0 0.0 0.0
H 0.0 0.0 0.1
H -0.1 0.0 0.1
H 0.0 0.0 0.0
C 0.0 -0.1 0.0
Si 0.1 -0.1 0.0
C 0.1 0.0 0.0
C 0.1 -0.1 0.0
C 0.0 0.0 0.0
C 0.0 0.0 0.0
C 0.0 0.0 0.1
C 0.0 0.0 0.0
C 0.0 0.0 0.0
H 0.0 0.0 0.0
H 0.0 0.1 0.0
H 0.0 0.0 0.0
H 0.0 0.0 0.0
H 0.0 0.0 0.0
H 0.0 0.0 0.0
H 0.0 0.0 0.0
H 0.0 0.0 0.0
H 0.0 0.0 0.0
H 0.0 0.1 0.1
H 0.0 0.0 0.0

Frontier orbital gap (spin up / spin down) in Eh: 0.2580 / 0.2521
Multiplicity: 2
Net charge: +1
Energy relative to the best compared isomer or geometry (same formula, charge and spin) in kcal per mole: 10.3

Molecular formula: C36H38IN2PSn
Method: DFT, the ωB97M-V functional and the def2-TZVPD basis

Element x y z (Å)
Sn 0.124 -0.837 -0.620
C -6.222 -2.417 2.502
C -5.677 -1.064 2.991
C -5.533 -1.114 4.513
C -6.665 0.053 2.627
C -4.346 -0.816 2.296
C -4.287 -0.725 0.909
C -3.063 -0.579 0.291
N -1.903 -0.523 0.946
C -1.936 -0.545 2.290
C -3.141 -0.696 2.973
C -0.661 -0.399 3.047
C -0.621 -0.315 4.439
C 0.596 -0.217 5.102
C 1.744 -0.215 4.314
C 1.620 -0.270 2.940
N 0.450 -0.343 2.324
C 0.713 -0.076 6.612
C 1.725 -1.093 7.164
C 1.218 1.344 6.918
C -0.627 -0.290 7.318
H -7.176 -2.631 2.988
H -5.522 -3.219 2.740
H -6.382 -2.414 1.424
H -6.508 -1.309 4.961
H -5.167 -0.163 4.905
H -4.856 -1.913 4.821
H -7.619 -0.126 3.127
H -6.851 0.095 1.554
H -6.286 1.024 2.949
H -5.181 -0.786 0.304
H -3.000 -0.536 -0.791
H -3.134 -0.726 4.052
H -1.542 -0.319 5.003
H 2.729 -0.156 4.755
H 2.496 -0.247 2.301
H 2.740 -0.865 6.839
H 1.480 -2.106 6.844
H 1.714 -1.065 8.254
H 2.166 1.536 6.415
H 1.369 1.466 7.992
H 0.498 2.094 6.585
H -1.048 -1.268 7.078
H -1.348 0.485 7.048
H -0.481 -0.242 8.398
C 6.103 2.147 -3.990
C 5.728 2.970 -2.936
C 4.673 2.611 -2.112
C 3.973 1.428 -2.346
C 4.353 0.611 -3.409
C 5.413 0.969 -4.230
P 2.580 0.850 -1.308
C 3.078 1.510 0.329
C 2.217 2.254 1.133
C 2.604 2.639 2.411
C 3.848 2.280 2.904
C 4.709 1.527 2.114
C 4.324 1.137 0.842
C 1.146 1.897 -1.701
C 1.211 3.145 -2.312
C 0.046 3.870 -2.510
C -1.171 3.345 -2.097
C -1.225 2.095 -1.498
C -0.077 1.333 -1.291
H 6.940 2.424 -4.619
H 6.264 3.892 -2.750
H 4.392 3.247 -1.281
H 3.812 -0.311 -3.587
H 5.704 0.323 -5.048
H 1.246 2.547 0.756
H 1.930 3.231 3.019
H 4.152 2.582 3.898
H 5.682 1.240 2.494
H 4.992 0.545 0.227
H 2.161 3.543 -2.646
H 0.088 4.837 -2.994
H -2.083 3.907 -2.258
H -2.190 1.696 -1.199
I -1.334 -1.743 -2.809

Force components x, y, z for each atom (eV/Å):
Sn 0.2 0.2 0.8
C 0.0 0.1 0.1
C 0.0 0.0 0.0
C 0.0 0.0 -0.1
C 0.0 -0.1 0.0
C 0.0 0.0 -0.1
C 0.0 0.0 0.1
C -0.1 -0.1 -0.1
N 0.2 0.2 0.2
C -0.3 0.0 -0.2
C 0.0 0.0 0.0
C 0.3 0.1 0.1
C -0.2 0.0 0.0
C 0.1 0.0 -0.1
C -0.1 0.0 0.0
C 0.1 -0.1 0.1
N -0.1 -0.1 -0.5
C 0.0 0.1 0.1
C -0.1 0.0 -0.1
C 0.0 0.0 0.0
C 0.1 0.0 0.0
H 0.0 0.0 0.0
H 0.0 0.0 0.0
H 0.0 0.0 0.0
H 0.0 0.0 0.0
H 0.0 0.0 0.1
H 0.0 0.0 0.0
H 0.0 0.0 0.0
H 0.0 0.0 0.0
H 0.0 0.0 0.0
H 0.0 0.0 -0.1
H 0.0 0.0 0.0
H 0.0 0.0 -0.1
H 0.1 0.0 0.0
H 0.0 0.0 0.0
H 0.0 0.0 0.0
H 0.0 0.0 0.0
H 0.0 0.0 0.0
H 0.0 0.0 0.0
H 0.0 0.0 0.0
H 0.0 0.0 0.0
H 0.0 0.0 0.0
H 0.0 0.0 0.0
H 0.0 0.0 0.0
H 0.0 0.0 0.0
C 0.0 0.0 0.0
C 0.0 0.0 0.1
C 0.0 0.0 -0.1
C -0.1 0.0 0.0
C 0.0 0.0 0.0
C 0.0 0.0 0.0
P 0.3 0.3 -0.1
C -0.1 -0.1 0.1
C 0.1 0.2 -0.1
C 0.1 0.1 0.0
C 0.0 0.0 0.0
C 0.1 0.0 0.0
C -0.1 0.0 0.0
C -0.1 -0.2 0.0
C 0.0 0.0 0.0
C 0.1 0.0 -0.1
C 0.0 0.0 0.0
C -0.1 -0.2 0.2
C 0.4 -0.2 0.0
H 0.0 0.0 0.0
H 0.0 0.0 0.0
H 0.0 0.0 0.0
H 0.0 0.0 0.0
H 0.0 0.0 0.0
H 0.0 0.0 0.0
H 0.0 0.0 0.0
H 0.0 0.0 0.0
H 0.0 0.0 0.0
H 0.0 0.0 0.0
H 0.0 0.0 0.0
H 0.0 0.0 0.0
H 0.0 0.0 0.0
H 0.0 0.1 0.0
I -0.4 -0.1 -0.5

Frontier orbital gap in Eh: 0.2422
Net charge: 0
Energy relative to the best compared isomer or geometry (same formula, charge and spin) in kcal per mole: 7.2

Molecular formula: C26H38CrINO3S
Method: DFT, the ωB97M-V functional and the def2-TZVPD basis

Element x y z (Å)
Cr -1.162 0.541 -0.150
C -0.050 1.132 1.683
C 0.869 0.376 0.902
C 1.096 1.125 -0.315
C 0.260 2.270 -0.230
C -0.423 2.309 1.008
C -1.185 3.495 1.565
C -1.650 4.418 0.438
C -2.393 3.070 2.397
C -0.202 4.264 2.463
C 2.191 1.042 -1.392
C 3.532 1.271 -0.673
C 2.032 2.200 -2.391
C 2.258 -0.232 -2.237
C 1.539 -0.841 1.561
C 2.589 -0.283 2.539
C 0.516 -1.638 2.381
C 2.217 -1.833 0.619
H -0.406 0.839 2.657
H 0.163 3.018 -0.998
H -2.240 3.868 -0.295
H -0.810 4.880 -0.080
H -2.263 5.220 0.852
H -3.158 2.599 1.780
H -2.826 3.946 2.884
H -2.121 2.356 3.175
H 0.691 4.554 1.907
H 0.111 3.652 3.310
H -0.673 5.169 2.852
H 3.496 2.172 -0.056
H 4.323 1.400 -1.414
H 3.810 0.438 -0.035
H 2.119 3.176 -1.913
H 1.078 2.147 -2.919
H 2.825 2.126 -3.137
H 2.309 -1.145 -1.651
H 3.156 -0.176 -2.855
H 1.392 -0.314 -2.890
H 2.120 0.338 3.304
H 3.338 0.324 2.029
H 3.102 -1.106 3.040
H 0.031 -1.045 3.154
H 1.029 -2.464 2.876
H -0.259 -2.054 1.744
H 3.098 -1.425 0.130
H 1.530 -2.196 -0.139
H 2.548 -2.694 1.203
N -4.465 2.431 -1.823
C -3.681 1.361 -1.589
O -2.472 1.567 -1.313
C -4.288 0.062 -1.667
I -3.154 -0.473 1.325
H -4.068 3.352 -1.746
H -5.431 2.328 -2.075
H -3.642 -0.800 -1.698
H -5.359 -0.025 -1.754
O -0.171 -7.529 0.079
C 0.530 -6.784 -0.810
O 1.453 -7.277 -1.397
C 0.083 -5.376 -1.020
C -0.799 -4.705 -0.176
C -1.162 -3.393 -0.423
C -0.634 -2.709 -1.515
S -1.043 -1.044 -1.913
C 0.237 -3.389 -2.373
C 0.596 -4.698 -2.126
H -0.935 -7.037 0.392
H -1.211 -5.176 0.710
H -1.858 -2.891 0.236
H 0.646 -2.866 -3.227
H 1.282 -5.219 -2.780

Force components x, y, z for each atom (eV/Å):
Cr 0.3 -0.2 -0.3
C 0.0 0.1 0.1
C 0.0 -0.2 0.0
C 0.0 -0.1 0.1
C 0.0 0.0 0.1
C 0.0 0.1 -0.1
C 0.0 0.0 0.0
C 0.0 0.0 0.0
C 0.0 0.0 0.0
C 0.0 0.0 0.0
C -0.1 0.1 0.0
C 0.0 0.0 -0.1
C 0.0 0.0 0.0
C 0.0 -0.1 0.0
C 0.1 0.1 0.1
C 0.0 0.0 0.0
C 0.0 0.0 0.0
C 0.0 0.0 0.1
H 0.0 0.0 0.0
H 0.0 0.0 0.0
H 0.0 0.0 0.0
H 0.0 0.0 0.0
H 0.0 0.0 0.0
H 0.0 0.0 0.0
H 0.0 0.0 0.0
H 0.0 0.0 0.0
H 0.0 0.0 0.0
H 0.0 0.0 0.0
H 0.0 0.0 0.0
H 0.0 0.0 0.0
H 0.0 0.0 0.0
H 0.0 -0.1 0.0
H 0.0 0.0 0.0
H 0.0 0.0 0.0
H 0.0 0.0 0.0
H 0.0 0.1 -0.1
H 0.0 0.0 0.0
H 0.0 0.1 0.0
H 0.0 0.0 0.0
H 0.0 0.0 0.0
H 0.0 0.0 0.0
H 0.0 0.0 0.0
H 0.0 0.0 0.0
H -0.1 0.0 -0.1
H 0.0 0.0 0.0
H -0.1 -0.1 -0.1
H 0.0 0.0 0.0
N 0.1 0.0 0.0
C -0.2 0.0 0.1
O 0.1 0.1 0.0
C 0.2 0.1 0.0
I 0.0 -0.1 0.1
H 0.0 0.0 0.0
H 0.0 0.0 0.0
H 0.0 0.0 0.0
H -0.1 0.0 0.0
O 0.1 0.0 -0.1
C -0.1 0.0 -0.1
O 0.0 0.0 0.1
C 0.0 0.1 0.0
C 0.0 -0.1 0.0
C 0.0 0.1 0.0
C 0.1 0.1 0.0
S -0.2 0.1 0.0
C 0.0 0.0 0.0
C -0.1 -0.1 0.1
H -0.1 0.1 0.1
H 0.0 0.0 0.0
H 0.0 0.0 0.0
H 0.0 0.0 0.0
H 0.0 0.0 0.0

Frontier orbital gap (spin up / spin down) in Eh: 0.2712 / 0.2224
Multiplicity: 5
Net charge: 0
Energy relative to the best compared isomer or geometry (same formula, charge and spin) in kcal per mole: 5.7

> Which value of net charge does entry 2 give?

0